C3H2Br2O | the ωB97M-V functional and the def2-TZVPD basis

Output
- Gap between HOMO and LUMO: 6.81 eV
- Highest occupied orbital energy: -8.9 eV
- LUMO: -2.1 eV
- Energy above the lowest of the compared OMol25 structures with the same formula, charge and spin: 164.86 kJ/mol

Each line ends with the Mulliken charge.
Atoms and positions in Å:
C -0.737 0.611 -0.503  -0.314
C -0.971 -0.453 -1.311  0.311
C -2.073 -1.241 -1.337  0.367
O -2.888 -1.874 -1.827  -0.167
Br 0.084 -0.969 -2.886  -0.092
Br -2.847 -0.966 1.402  -0.544
H 0.067 1.183 -0.638  0.360
H -1.617 0.755 0.209  0.079

=====

C15H60N30O15 | the ωB97M-V functional and the def2-TZVPD basis

Output
- Total charge: -1
- Gap between HOMO and LUMO (spin up / spin down): 1.36 / 7.85 eV
- Highest occupied orbital energy (spin up / spin down): -0.1 / -6.6 eV
- LUMO (spin up / spin down): 1.2 / 1.2 eV
- Energy above the lowest of the compared OMol25 structures with the same formula, charge and spin: 366.39 kJ/mol
- Multiplicity: 2

Each line ends with the Mulliken charge.
Atoms and positions in Å:
C 4.618 -3.045 1.440  0.672
O 3.628 -3.082 0.704  -0.545
N 4.580 -2.980 2.741  -0.300
N 5.789 -3.108 0.922  -0.366
H 5.425 -3.158 3.265  0.161
H 3.666 -2.916 3.165  0.071
H 6.567 -3.411 1.490  0.184
H 5.907 -3.113 -0.081  0.278
C 1.543 -5.680 -0.463  0.611
O 0.666 -6.487 -0.352  -0.719
N 1.406 -4.519 0.034  0.239
N 2.675 -5.783 -1.175  -0.365
H 0.651 -4.280 0.661  0.076
H 2.301 -4.068 0.156  -0.268
H 3.020 -6.702 -1.414  0.219
H 3.229 -4.939 -1.182  0.160
C 3.034 -1.344 -3.601  0.311
O 3.518 -1.664 -4.677  -0.780
N 1.758 -1.099 -3.461  0.078
N 3.635 -1.320 -2.419  0.007
H 1.046 -1.259 -4.159  0.187
H 1.365 -1.056 -2.531  -0.104
H 3.195 -0.893 -1.617  0.096
H 4.635 -1.454 -2.464  0.250
C -2.630 0.509 4.367  -1.367
O -1.960 0.306 5.326  -0.197
N -3.555 1.417 4.189  -0.192
N -2.387 -0.122 3.264  0.274
H -4.012 1.803 5.003  0.636
H -4.129 1.684 3.403  -0.127
H -1.699 -0.850 3.394  0.058
H -2.968 0.073 2.461  0.217
C -3.128 4.124 1.973  -3.752
O -2.737 3.257 1.199  1.855
N -2.424 5.053 2.537  0.106
N -4.283 4.101 2.473  -0.312
H -2.926 5.428 3.329  0.336
H -1.438 4.998 2.323  0.025
H -4.766 3.226 2.618  0.538
H -4.676 4.819 3.065  0.515
C -0.692 -3.738 -3.113  0.476
O -0.913 -2.911 -2.262  -0.895
N -0.387 -4.992 -2.854  -0.421
N -0.917 -3.445 -4.318  -0.191
H -0.551 -5.242 -1.889  0.239
H 0.119 -5.551 -3.526  0.181
H -1.104 -4.078 -5.083  0.235
H -1.275 -2.513 -4.473  0.027
C 1.080 2.246 4.726  0.623
O 1.848 1.489 5.341  -0.866
N 1.267 3.506 4.649  -0.395
N 0.009 1.899 4.072  0.159
H 1.915 3.772 5.376  0.238
H 0.793 4.088 3.973  0.206
H -0.224 0.921 3.982  -0.582
H -0.775 2.532 4.145  0.349
C -0.030 -0.487 0.458  -0.704
O 0.302 -0.182 1.658  0.629
N 0.392 -1.411 -0.239  1.458
N -1.129 0.005 -0.076  1.409
H -0.197 -1.807 -0.958  -0.323
H 1.178 -1.923 0.135  -0.509
H -1.617 0.603 0.574  -0.224
H -1.536 -0.375 -0.919  -0.714
C 3.905 0.578 0.224  0.393
O 3.782 1.813 0.148  -0.824
N 5.009 0.019 -0.072  -0.181
N 3.044 -0.262 0.680  0.838
H 5.779 0.616 -0.337  0.247
H 5.259 -0.948 -0.221  0.097
H 3.260 -1.239 0.822  -0.146
H 2.128 0.068 0.948  -0.839
C 0.054 2.902 -2.732  0.102
O -0.036 1.774 -2.267  -0.222
N 0.646 3.885 -2.239  -0.442
N -0.282 3.322 -3.908  -0.321
H 0.758 4.696 -2.832  0.081
H 0.994 3.650 -1.321  0.200
H -0.198 4.292 -4.175  0.157
H -0.519 2.543 -4.506  0.434
C -4.977 -0.991 -2.321  0.024
O -5.698 -0.063 -1.998  -0.692
N -5.113 -1.619 -3.402  -0.331
N -4.227 -1.604 -1.626  -0.020
H -4.320 -2.128 -3.765  0.085
H -5.780 -1.414 -4.131  0.251
H -4.109 -2.587 -1.824  0.236
H -4.315 -1.243 -0.687  0.219
C -2.137 -0.144 -4.454  0.921
O -2.493 -1.058 -5.190  -0.836
N -1.308 -0.324 -3.484  1.165
N -2.370 1.168 -4.598  0.009
H -0.875 0.444 -2.991  -0.196
H -1.081 -1.253 -3.158  -0.373
H -2.866 1.608 -5.359  0.184
H -2.181 1.732 -3.781  -0.567
C 1.945 -2.106 4.626  0.483
O 2.666 -2.326 5.562  -0.739
N 1.558 -2.955 3.706  -0.386
N 1.483 -0.932 4.232  0.151
H 0.838 -2.842 3.006  0.124
H 1.796 -3.902 3.961  0.274
H 0.891 -1.014 3.417  -0.237
H 1.561 -0.245 4.968  0.185
C 1.056 4.172 1.203  0.312
O 0.546 5.191 1.689  -0.858
N 0.430 3.025 1.172  1.280
N 2.205 4.211 0.629  -0.191
H 0.938 2.172 0.981  -0.342
H -0.474 2.940 1.614  -0.792
H 2.672 5.105 0.664  0.232
H 2.657 3.361 0.323  0.277
C -3.708 2.983 -2.004  0.439
O -4.139 3.163 -3.140  -0.815
N -3.945 1.859 -1.325  0.468
N -2.970 3.851 -1.421  -0.074
H -3.633 1.710 -0.376  -0.026
H -4.467 1.150 -1.819  0.024
H -2.627 4.650 -1.935  0.201
H -2.708 3.677 -0.462  0.186

=====

C6H11P | the ωB97M-V functional and the def2-TZVPD basis

Output
- Gap between HOMO and LUMO: 9.69 eV
- Highest occupied orbital energy: -8.9 eV
- LUMO: 0.8 eV
- Energy above the lowest of the compared OMol25 structures with the same formula, charge and spin: 189.42 kJ/mol

Each line ends with the Mulliken charge.
Atoms and positions in Å:
C -1.449 -1.101 -0.538  -0.450
C -1.401 1.361 0.471  -0.981
C 0.137 -0.854 -0.451  0.393
C 0.417 0.465 0.209  -0.366
C 0.793 -1.957 0.389  -1.444
C 1.125 1.706 -0.433  -1.226
P -2.601 0.002 -0.091  -0.130
H -1.862 -2.003 -0.885  0.386
H -1.468 1.552 1.502  0.399
H -1.540 2.152 -0.155  0.473
H 0.466 -0.860 -1.488  0.351
H 0.824 0.289 1.129  0.501
H 1.834 -1.852 0.598  0.408
H 0.601 -2.903 -0.143  0.390
H 0.221 -1.982 1.488  0.286
H 0.428 2.290 -1.001  0.314
H 2.039 1.348 -0.976  0.351
H 1.435 2.346 0.375  0.347

=====

CH11N3O3 | the ωB97M-V functional and the def2-TZVPD basis

Output
- Gap between HOMO and LUMO: 9.76 eV
- Highest occupied orbital energy: -9.5 eV
- LUMO: 0.3 eV
- Structure (SMILES): N=C(N)N.O.O.O
- Energy above the lowest of the compared OMol25 structures with the same formula, charge and spin: 186.75 kJ/mol

Each line ends with the Mulliken charge.
Atoms and positions in Å:
N -0.068 0.000 -1.218  -0.829
C 0.379 0.199 -0.001  0.531
N 0.285 -0.701 1.014  -0.490
N 1.094 1.441 0.195  -0.515
H -0.196 -1.004 -1.398  0.142
H -0.270 -1.520 0.643  0.241
H 0.088 -0.517 1.992  0.267
H 1.238 1.842 -0.683  0.306
H 1.819 1.113 0.844  0.262
O -2.347 0.973 1.993  -0.631
H -2.021 0.985 1.068  0.389
H -3.104 1.390 1.843  0.261
O 2.766 -2.957 -1.208  -0.652
H 2.124 -2.682 -0.532  0.322
H 2.557 -3.933 -1.525  0.335
O -1.855 1.977 -0.968  -0.724
H -1.546 1.093 -1.356  0.444
H -0.943 2.300 -0.704  0.342

=====

C5H8O2 | the ωB97M-V functional and the def2-TZVPD basis

Output
- Gap between HOMO and LUMO: 10.49 eV
- Highest occupied orbital energy: -9.6 eV
- LUMO: 0.9 eV
- Energy above the lowest of the compared OMol25 structures with the same formula, charge and spin: 374.19 kJ/mol

Each line ends with the Mulliken charge.
Atoms and positions in Å:
O -1.528 1.622 -0.349  -0.520
C -0.772 0.698 -0.139  0.207
C -1.124 -0.547 0.617  -0.669
C 0.013 -1.399 0.051  -0.103
C 1.283 -0.562 0.289  -0.503
C 0.575 0.285 -0.780  -0.035
O 0.035 -0.953 -1.342  -0.473
H -0.259 2.562 -0.193  -0.034
H 0.462 2.482 0.199  0.027
H -1.118 -0.390 1.700  0.297
H -2.120 -0.836 0.284  0.298
H -0.039 -2.480 0.168  0.445
H 1.474 -0.131 1.275  0.252
H 2.170 -1.053 -0.120  0.273
H 1.074 0.944 -1.488  0.536

=====

C9H16FNO5S | the ωB97M-V functional and the def2-TZVPD basis

Output
- Gap between HOMO and LUMO: 10.75 eV
- Highest occupied orbital energy: -10.3 eV
- LUMO: 0.5 eV
- Structure (SMILES): CC(=O)OC(=O)CN(CCC(C)C)S(=O)(=O)F
- Energy above the lowest of the compared OMol25 structures with the same formula, charge and spin: 182.22 kJ/mol

Each line ends with the Mulliken charge.
Atoms and positions in Å:
C -0.959 3.776 -0.944  -0.806
C -1.719 3.295 0.311  0.608
O -2.884 3.358 0.382  -0.469
O -0.884 2.766 1.304  -0.243
C -1.561 1.788 2.054  0.736
O -2.253 2.144 2.917  -0.470
C -1.411 0.263 1.847  -0.832
N -0.167 -0.221 1.233  0.372
C 0.066 0.234 -0.159  -0.518
C -0.133 -1.016 -1.103  -1.345
C 1.174 -1.875 -1.256  0.832
C 1.187 -3.025 -0.185  -1.423
C 1.210 -2.443 -2.728  -1.306
S 1.148 -0.092 2.244  1.209
O 1.307 1.182 2.861  -0.605
O 1.064 -1.163 3.176  -0.621
F 2.441 -0.364 1.338  -0.226
H -0.272 2.946 -1.211  0.237
H -0.309 4.634 -0.706  0.302
H -1.647 3.944 -1.780  0.304
H -2.233 -0.053 1.170  0.315
H -1.561 -0.302 2.783  0.354
H -0.637 1.009 -0.504  -0.144
H 1.083 0.625 -0.340  0.716
H -0.600 -0.749 -2.066  0.486
H -0.864 -1.656 -0.563  0.302
H 2.082 -1.263 -1.090  0.289
H 2.199 -3.141 0.247  0.248
H 0.453 -2.858 0.620  0.324
H 0.949 -4.010 -0.638  0.418
H 0.600 -1.835 -3.415  0.349
H 0.882 -3.498 -2.695  0.292
H 2.249 -2.399 -3.105  0.314

=====

C3H3KLiO3 | the ωB97M-V functional and the def2-TZVPD basis

Output
- Gap between HOMO and LUMO (spin up / spin down): 3.01 / 4.86 eV
- Highest occupied orbital energy (spin up / spin down): -4.2 / -6.0 eV
- LUMO (spin up / spin down): -1.2 / -1.2 eV
- Energy above the lowest of the compared OMol25 structures with the same formula, charge and spin: 429.40 kJ/mol
- Multiplicity: 2

Each line ends with the Mulliken charge.
Atoms and positions in Å:
H 1.595 0.712 -0.087  -0.147
C 0.305 -0.384 -1.655  -0.034
C 0.201 0.048 -0.256  -0.207
O -0.338 -0.912 0.573  -0.250
C -1.135 -0.554 1.663  -0.165
O -1.266 0.664 1.851  -0.575
O 1.361 -0.012 -2.298  -0.669
H -0.172 -1.347 -1.911  0.277
H -0.222 1.055 -0.133  0.233
K -3.210 -0.179 4.245  0.888
Li 2.882 0.909 -1.993  0.648

=====

C4H7NO2 | the ωB97M-V functional and the def2-TZVPD basis

Output
- Gap between HOMO and LUMO: 10.42 eV
- Highest occupied orbital energy: -9.6 eV
- LUMO: 0.8 eV
- Structure (SMILES): O/N=C1/CC[C@H]1O
- Energy above the lowest of the compared OMol25 structures with the same formula, charge and spin: 335.26 kJ/mol

Each line ends with the Mulliken charge.
Atoms and positions in Å:
O 2.010 1.536 -0.026  -0.391
N 1.886 0.169 -0.433  -0.666
C 0.655 -0.121 -0.442  0.394
C -0.074 -1.420 -0.681  -0.340
C -1.213 -0.831 0.199  -0.690
C -0.601 0.576 0.045  0.254
O -0.565 1.333 1.220  -0.567
H 2.388 1.452 0.858  0.334
H 0.422 -2.325 -0.325  0.293
H -0.362 -1.552 -1.729  0.239
H -1.122 -1.153 1.240  0.260
H -2.242 -0.957 -0.139  0.298
H -1.058 1.127 -0.789  0.228
H -0.124 2.165 1.002  0.355

=====

In the order shown, the computed largest force on an atom values come out to 6.2, 13.7, 6.1, 6.2, 3.2, 2.8, 2.7, 0.6 eV/Å.